Computed, not measured: a cluster of 3 separate species, C32H66N7O6S in total in a non-equilibrium geometry, with ωB97M-V/def2-TZVPD.

ORCA input file:
```
! wB97M-V def2-TZVPD RIJCOSX def2/J DEFGRID3
* xyz 1 1
C 1.789 5.459 3.599
C 1.507 4.575 2.420
C 1.730 3.195 2.471
C 1.442 2.371 1.381
C 0.935 2.943 0.219
C 0.558 2.087 -0.958
N -0.915 1.763 -0.877
C -1.173 0.324 -0.481
C -2.639 -0.022 -0.718
C -3.125 -1.221 0.092
C -2.591 -1.353 1.520
C -3.021 -0.213 2.461
S -3.624 -0.861 4.060
N -3.488 1.158 -0.589
C -3.211 2.153 -1.635
C -3.674 3.522 -1.109
C -4.916 4.066 -1.849
N -5.370 5.199 -1.053
N -5.921 3.013 -1.982
N -4.570 4.615 -3.172
C -1.716 2.164 -2.069
C -1.351 1.359 -3.309
C -2.235 1.702 -4.518
C -3.321 0.695 -4.772
O -4.430 1.022 -5.009
O -2.935 -0.608 -4.765
C 0.724 4.328 0.146
C 1.012 5.138 1.240
H 2.142 4.879 4.444
H 0.855 5.927 3.906
H 2.482 6.250 3.337
H 2.109 2.788 3.395
H 1.623 1.311 1.474
H 0.738 2.649 -1.867
H 1.145 1.179 -1.015
H -1.272 2.324 -0.103
H -0.858 0.254 0.555
H -0.511 -0.287 -1.085
H -2.725 -0.305 -1.766
H -4.206 -1.112 0.168
H -2.955 -2.143 -0.441
H -1.510 -1.460 1.491
H -2.982 -2.281 1.922
H -3.808 0.402 2.044
H -2.151 0.385 2.716
H -2.665 -0.432 4.887
H -3.360 1.567 0.330
H -3.851 1.909 -2.482
H -2.914 4.294 -1.206
H -3.928 3.475 -0.051
H -5.539 4.934 -0.094
H -6.193 5.620 -1.463
H -6.181 2.935 -2.961
H -6.761 3.314 -1.509
H -3.730 4.152 -3.501
H -4.267 5.569 -2.998
H -1.456 3.199 -2.275
H -1.351 0.287 -3.149
H -0.325 1.607 -3.574
H -1.583 1.673 -5.390
H -2.659 2.694 -4.485
H -3.357 -1.070 -4.032
H 0.339 4.732 -0.781
H 0.834 6.200 1.172
C 6.249 -2.700 3.143
O 6.424 -2.263 4.475
C 7.640 -1.565 4.718
C 7.399 -0.090 4.956
N 6.973 0.590 3.737
C 6.477 1.950 3.934
C 5.261 2.167 4.830
O 4.038 1.668 4.305
C 3.817 0.282 4.506
H 5.410 -3.394 3.135
H 6.016 -1.871 2.464
H 7.137 -3.222 2.775
H 8.353 -1.722 3.903
H 8.075 -1.990 5.626
H 8.326 0.367 5.312
H 6.655 -0.009 5.759
H 6.248 0.043 3.294
H 6.230 2.345 2.946
H 7.298 2.560 4.321
H 5.119 3.247 4.915
H 5.414 1.797 5.849
H 4.240 -0.067 5.450
H 4.218 -0.312 3.681
H 2.738 0.121 4.529
C -2.207 -6.452 -5.217
O -1.892 -7.145 -4.024
C -0.523 -7.502 -3.886
C 0.159 -6.679 -2.814
N 0.313 -5.286 -3.222
C 0.719 -4.376 -2.158
C -0.181 -4.221 -0.935
O -1.420 -3.570 -1.186
C -2.438 -4.413 -1.714
H -3.292 -6.432 -5.305
H -1.845 -5.417 -5.203
H -1.795 -6.960 -6.093
H 0.004 -7.422 -4.841
H -0.496 -8.550 -3.577
H 1.147 -7.102 -2.615
H -0.440 -6.780 -1.899
H -0.563 -4.962 -3.610
H 0.828 -3.386 -2.612
H 1.713 -4.675 -1.813
H 0.349 -3.574 -0.230
H -0.351 -5.168 -0.412
H -2.365 -5.430 -1.328
H -2.416 -4.431 -2.806
H -3.403 -3.998 -1.416
*
```

Values from the calculation:
**Frontier orbital gap**: 8.3 eV
**Energy**: -2491.49861 a.u.
**HOMO level**: -10.44 eV

Results of the Mulliken charge analysis, in e, for atoms 1 through 99: atom 1 (C): -1.63, atom 2 (C): 0.98, atom 3 (C): -0.78, atom 4 (C): -0.50, atom 5 (C): 0.11, atom 6 (C): -0.84, atom 7 (N): 0.72, atom 8 (C): -1.86, atom 9 (C): 1.60, atom 10 (C): -0.01, atom 11 (C): -0.81, atom 12 (C): -0.57, atom 13 (S): -0.21, atom 14 (N): -0.32, atom 15 (C): 0.09, atom 16 (C): -1.56, atom 17 (C): 1.03, atom 18 (N): -0.76, atom 19 (N): -0.47, atom 20 (N): -0.73, atom 21 (C): -0.79, atom 22 (C): -0.95, atom 23 (C): -0.58, atom 24 (C): 0.51, atom 25 (O): -0.52, atom 26 (O): -0.47, atom 27 (C): -0.35, atom 28 (C): -0.85, atom 29 (H): 0.35, atom 30 (H): 0.37, atom 31 (H): 0.39, atom 32 (H): 0.24, atom 33 (H): 0.56, atom 34 (H): 0.63, atom 35 (H): 0.50, atom 36 (H): 0.65, atom 37 (H): 0.77, atom 38 (H): 0.43, atom 39 (H): -1.07, atom 40 (H): 0.56, atom 41 (H): -0.70, atom 42 (H): 0.22, atom 43 (H): 0.80, atom 44 (H): 0.24, atom 45 (H): 0.21, atom 46 (H): 0.15, atom 47 (H): 0.28, atom 48 (H): 0.27, atom 49 (H): 0.10, atom 50 (H): 0.63, atom 51 (H): 0.26, atom 52 (H): 0.27, atom 53 (H): 0.23, atom 54 (H): 0.27, atom 55 (H): 0.14, atom 56 (H): 0.36, atom 57 (H): 0.75, atom 58 (H): 0.26, atom 59 (H): 0.64, atom 60 (H): 0.38, atom 61 (H): 0.31, atom 62 (H): 0.29, atom 63 (H): 0.41, atom 64 (H): 0.44, atom 65 (C): -0.69, atom 66 (O): -0.34, atom 67 (C): -0.81, atom 68 (C): -0.17, atom 69 (N): -0.30, atom 70 (C): -0.80, atom 71 (C): -0.52, atom 72 (O): -0.28, atom 73 (C): -0.66, atom 74 (H): 0.23, atom 75 (H): 0.27, atom 76 (H): 0.34, atom 77 (H): 0.40, atom 78 (H): 0.40, atom 79 (H): 0.38, atom 80 (H): 0.16, atom 81 (H): 0.07, atom 82 (H): 0.37, atom 83 (H): 0.43, atom 84 (H): 0.34, atom 85 (H): 0.37, atom 86 (H): 0.34, atom 87 (H): 0.18, atom 88 (H): 0.31, atom 89 (C): -0.67, atom 90 (O): -0.34, atom 91 (C): -0.82, atom 92 (C): -0.17, atom 93 (N): -0.28, atom 94 (C): -0.87, atom 95 (C): -0.63, atom 96 (O): -0.30, atom 97 (C): -0.68, atom 98 (H): 0.24, atom 99 (H): 0.26



Computed, not measured: a cluster of 4 separate species, C32H66NOS in total in a non-equilibrium geometry, with ωB97M-V/def2-TZVPD.

ORCA input file:
```
! wB97M-V def2-TZVPD RIJCOSX def2/J DEFGRID3
* xyz 1 1
C -0.418 -0.438 2.925
C -0.789 -1.496 2.214
C -1.040 -2.859 1.429
N -1.664 -3.985 1.860
C -2.291 -4.153 3.206
C -1.590 -4.966 0.711
C -0.803 -6.322 1.102
S 1.038 -6.265 0.855
C 1.509 -6.590 -0.916
C 0.433 -7.443 -1.772
C -1.270 -4.207 -0.670
C -2.469 -3.986 -1.754
C -2.071 -4.389 -3.269
C -2.207 -3.179 -4.345
O -0.920 -2.545 -4.624
C -0.406 -1.863 -3.449
C -0.476 -2.905 -0.106
H -0.474 0.408 3.719
H -1.898 -3.338 3.941
H -2.069 -5.169 3.710
H -3.440 -4.048 3.150
H -2.667 -5.376 0.508
H -0.972 -6.481 2.247
H -1.308 -7.250 0.605
H 1.752 -5.620 -1.517
H 2.499 -7.207 -0.929
H -0.664 -7.289 -1.470
H 0.756 -8.557 -1.818
H 0.519 -7.062 -2.873
H -0.470 -4.731 -1.307
H -3.349 -4.687 -1.446
H -2.827 -2.875 -1.784
H -2.781 -5.227 -3.613
H -0.993 -4.804 -3.388
H -2.997 -2.400 -4.005
H -2.554 -3.637 -5.355
H -1.303 -1.477 -2.817
H 0.358 -1.035 -3.671
H 0.110 -2.676 -2.784
H -0.694 -1.877 -0.613
H 0.664 -3.051 -0.248
C 2.880 4.572 -5.621
C 2.221 3.579 -6.568
C 1.091 2.781 -5.915
C 1.511 1.892 -4.740
C 2.593 0.857 -5.059
C 2.161 -0.161 -6.104
H 3.357 4.070 -4.776
H 3.654 5.138 -6.148
H 2.147 5.285 -5.232
H 2.979 2.904 -6.979
H 1.809 4.131 -7.419
H 0.606 2.168 -6.682
H 0.323 3.480 -5.561
H 0.621 1.372 -4.366
H 1.860 2.521 -3.914
H 2.841 0.322 -4.135
H 3.513 1.351 -5.384
H 1.266 -0.699 -5.779
H 2.956 -0.894 -6.266
H 1.948 0.312 -7.066
C -0.797 -1.533 6.316
C -1.825 -1.434 7.434
C -2.688 -0.173 7.353
C -1.926 1.150 7.485
C -1.113 1.310 8.771
C -1.969 1.295 10.030
H -0.078 -0.711 6.355
H -0.235 -2.468 6.403
H -1.284 -1.522 5.337
H -1.321 -1.492 8.404
H -2.483 -2.309 7.380
H -3.462 -0.227 8.126
H -3.221 -0.170 6.394
H -2.650 1.971 7.418
H -1.255 1.271 6.628
H -0.580 2.266 8.725
H -0.345 0.533 8.839
H -2.715 2.094 10.003
H -1.342 1.448 10.912
H -2.487 0.341 10.155
C 2.490 7.900 -2.456
C 2.734 6.498 -1.916
C 1.456 5.666 -1.790
C 0.409 6.218 -0.816
C 0.895 6.415 0.621
C 1.322 5.119 1.295
H 1.853 8.485 -1.789
H 3.438 8.434 -2.559
H 2.016 7.861 -3.441
H 3.248 6.560 -0.951
H 3.420 5.979 -2.596
H 1.728 4.647 -1.494
H 0.992 5.578 -2.781
H -0.449 5.536 -0.811
H 0.030 7.174 -1.193
H 0.079 6.857 1.203
H 1.719 7.136 0.653
H 0.498 4.400 1.315
H 1.625 5.315 2.328
H 2.171 4.658 0.784
*
```

Values from the calculation:
**Frontier orbital gap**: 7.1 eV
**Energy**: -1786.53525 a.u.
**HOMO level**: -11.79 eV

Results of the Mulliken charge analysis, in e, for atoms 1 through 99: atom 1 (C): -0.34, atom 2 (C): -0.70, atom 3 (C): 0.92, atom 4 (N): 0.37, atom 5 (C): -0.50, atom 6 (C): -0.30, atom 7 (C): -0.88, atom 8 (S): -0.15, atom 9 (C): -0.35, atom 10 (C): -0.79, atom 11 (C): 1.05, atom 12 (C): -0.56, atom 13 (C): -0.42, atom 14 (C): -0.54, atom 15 (O): -0.42, atom 16 (C): 0.10, atom 17 (C): -0.58, atom 18 (H): 0.34, atom 19 (H): -0.03, atom 20 (H): 0.30, atom 21 (H): 0.32, atom 22 (H): 0.18, atom 23 (H): 0.33, atom 24 (H): 0.40, atom 25 (H): 0.23, atom 26 (H): 0.37, atom 27 (H): 0.19, atom 28 (H): 0.30, atom 29 (H): 0.24, atom 30 (H): -0.66, atom 31 (H): 0.33, atom 32 (H): 0.31, atom 33 (H): 0.39, atom 34 (H): 0.17, atom 35 (H): 0.32, atom 36 (H): 0.28, atom 37 (H): 0.17, atom 38 (H): 0.00, atom 39 (H): -0.12, atom 40 (H): 0.32, atom 41 (H): 0.34, atom 42 (C): -1.04, atom 43 (C): -0.51, atom 44 (C): -0.78, atom 45 (C): -0.02, atom 46 (C): -0.61, atom 47 (C): -1.00, atom 48 (H): 0.25, atom 49 (H): 0.44, atom 50 (H): 0.20, atom 51 (H): 0.25, atom 52 (H): 0.36, atom 53 (H): 0.33, atom 54 (H): 0.38, atom 55 (H): 0.23, atom 56 (H): 0.02, atom 57 (H): 0.38, atom 58 (H): 0.42, atom 59 (H): 0.11, atom 60 (H): 0.38, atom 61 (H): 0.29, atom 62 (C): -0.75, atom 63 (C): -0.45, atom 64 (C): -0.67, atom 65 (C): -0.43, atom 66 (C): -0.42, atom 67 (C): -1.20, atom 68 (H): 0.33, atom 69 (H): 0.43, atom 70 (H): -0.17, atom 71 (H): 0.27, atom 72 (H): 0.33, atom 73 (H): 0.33, atom 74 (H): 0.35, atom 75 (H): 0.39, atom 76 (H): 0.08, atom 77 (H): 0.39, atom 78 (H): 0.22, atom 79 (H): 0.30, atom 80 (H): 0.38, atom 81 (H): 0.28, atom 82 (C): -1.21, atom 83 (C): -0.48, atom 84 (C): -0.23, atom 85 (C): -0.87, atom 86 (C): -0.42, atom 87 (C): -1.16, atom 88 (H): 0.29, atom 89 (H): 0.39, atom 90 (H): 0.28, atom 91 (H): 0.34, atom 92 (H): 0.30, atom 93 (H): 0.28, atom 94 (H): 0.20, atom 95 (H): 0.39, atom 96 (H): 0.35, atom 97 (H): 0.38, atom 98 (H): 0.24, atom 99 (H): 0.27